One molecule with the formula C4H7NO2, computed with wB97M-V/def2-TZVPD.

Element x y z (Å)
C1 -1.2608 -1.1322 -0.5822
C2 -0.4782 -0.1258 -0.2036
N1 -0.8811 0.9589 0.6085
O1 -2.0776 0.6919 1.2979
C3 0.9160 0.0443 -0.7275
C4 2.0815 0.0930 0.1619
O2 1.7925 -1.0623 -0.6053
H1 -2.2743 -1.2287 -0.2124
H2 -0.8761 -1.8773 -1.2696
H3 -0.1846 1.1494 1.3242
H4 -2.6906 1.3524 0.9480
H5 0.9948 0.5630 -1.6839
H6 2.9657 0.6519 -0.1427
H7 1.9488 -0.0168 1.2385

Computed properties:
- HOMO level (eV) = -8.8
- energy above the lowest of the compared OMol25 structures with the same formula, charge and spin (kcal per mole) = 97.9
- LUMO energy (hartree) = 0.034
- SMILES = C=C(NO)[C@H]1CO1
- M (g mol⁻¹) = 101.1
- 2S+1 = 1

Results of the Löwdin charge analysis, in e, for atoms 1 through 2:
1. C 0.078
2. C -0.316